(1)
ORCA calculation (the ωB97M-V functional and the def2-TZVPD basis) on C6H6O2 in the gas phase.

The geometry in XYZ format:
```
14
Properties=species:S:1:pos:R:3:forces:R:3
O -1.9507 -1.6673 -0.3290 1.2918 2.0244 0.8846
O -0.9590 1.7051 -0.2609 1.8484 6.9652 2.6091
C 0.3476 0.0589 -1.2294 0.9174 -1.2857 -2.5745
C 1.4450 -0.6083 -0.7278 -0.0265 -0.4754 -4.2149
C -0.5999 0.4583 -0.2081 2.5994 -4.7711 2.2099
C -1.7155 -0.5627 0.1539 -3.7746 -0.9579 -0.9016
C 0.1806 0.0360 1.0060 3.1567 0.4962 2.9286
C 1.3342 -0.7447 0.6338 -3.3399 3.7961 4.2733
H 2.3502 -1.0545 -1.2217 -1.3121 0.7386 -0.1035
H -0.0105 0.3410 -2.2327 0.9934 -0.6416 0.1260
H 0.1154 0.7750 1.9568 -0.1916 -2.5218 -1.7943
H -2.5744 -0.1209 0.8582 1.9519 -0.3749 -0.9329
H 2.1395 -0.9120 1.3356 -0.1468 -0.5687 -0.0389
H -0.1024 2.2962 0.2654 -3.9675 -2.4233 -2.4708
```
Forces are in eV/Å.

Output
- gap between HOMO and LUMO (eV) = 7.75
- LUMO (eV) = -0.727
- energy above the lowest of the compared OMol25 structures with the same formula, charge and spin (eV) = 4.038
- HOMO energy (eV) = -8.475

(2)
ORCA calculation (the ωB97M-V functional and the def2-TZVPD basis) on C27H40N4O2 in the gas phase.

The geometry in XYZ format:
```
73
Properties=species:S:1:pos:R:3:forces:R:3
O -1.3418 -0.3297 0.0920 -0.0715 -0.1530 0.1930
O 3.2137 1.8940 -1.1505 0.1515 0.1004 -0.1376
N -2.5598 -1.0169 -3.5149 0.0524 -0.1712 0.1472
N -0.2687 1.2960 -1.0440 0.0199 -0.0559 -0.1807
N 2.0474 0.8895 0.5264 0.0685 -0.1125 0.3875
N 3.5735 -0.2330 3.7258 0.3883 -0.0793 -0.2405
C 2.1675 1.6189 -0.5970 -0.4724 0.2019 -0.4359
C -0.9686 0.8530 -3.3773 0.0722 -0.1823 0.1855
C -3.1596 -1.6474 -2.3502 -0.2933 0.1606 0.0339
C 3.2403 -0.7078 6.1587 0.0839 -0.0316 0.0297
C 0.5694 0.0672 5.6188 0.0791 -0.0218 -0.0357
C 2.2805 -0.6995 7.1482 0.1157 -0.0377 0.0331
C -3.3138 -1.3903 -7.2372 0.1612 0.2810 0.0277
C 2.7469 0.1936 2.7175 -0.5847 0.1873 -0.0487
C -1.3272 1.4713 -2.0243 -0.1980 -0.0418 -0.3036
C 0.7869 0.2830 0.9181 -0.5576 -0.2005 0.3488
C -5.1998 -1.6175 -0.8307 -0.0461 0.1734 -0.1111
C 1.4894 0.3976 3.2123 0.2913 0.0234 -0.4390
C -0.3739 0.3965 -0.0594 0.2885 -0.0538 0.1053
C 1.5198 0.0705 4.5986 0.4180 -0.0741 0.1638
C 0.9629 -0.3181 6.8803 -0.1926 0.0156 0.1248
C 3.9078 -0.7108 0.6708 -0.1495 0.1297 0.0005
C 2.8518 -0.3203 4.8837 -0.5262 0.0534 0.3295
C 4.2108 1.6704 1.4455 0.0327 -0.0078 -0.1971
C -4.7294 -0.7029 0.2945 -0.0455 -0.2252 -0.0866
C 0.8549 2.1905 -1.1250 0.3531 0.3478 -0.0140
C -3.2741 -0.4335 -8.4225 -0.0509 -0.2405 0.0993
C -1.1547 -0.6718 -3.3882 0.0681 0.3756 -0.1299
C 3.2267 0.4966 1.3261 0.5185 -0.0463 -0.0730
C 0.3668 0.7820 2.3110 0.0976 -0.1816 -0.0691
C -2.8565 -0.7143 -5.9472 -0.1717 -0.5206 -0.0200
C -4.6240 -1.2273 -2.1927 0.0656 -0.3390 0.1821
C -2.8856 -1.6796 -4.7619 0.0108 0.3362 -0.1930
H 4.7890 -1.0080 1.2330 0.1152 -0.0758 0.0668
H -0.5873 -1.0902 -4.2277 -0.0001 -0.0364 0.0533
H -3.8952 -2.0844 -4.6753 0.0060 -0.0545 -0.0157
H 0.2108 1.8650 2.2947 -0.0858 0.0126 -0.0636
H 5.0170 1.4014 2.1232 0.0425 -0.0367 0.1186
H -3.6471 -0.7113 0.3814 0.1057 0.0666 0.0655
H -0.4498 0.3608 5.4177 -0.1219 0.0295 0.0074
H 1.0202 2.4789 -2.1656 0.0294 -0.0953 0.1749
H 0.2431 -0.3284 7.6855 -0.0651 0.0045 0.0556
H -2.6100 -1.3287 -1.4659 0.0271 -0.0581 -0.0269
H -3.9248 0.4198 -8.2445 -0.0548 0.1227 -0.0291
H -2.2630 -0.0647 -8.5817 0.0934 0.0747 -0.0566
H -3.5114 0.1292 -5.7220 0.0138 0.0924 0.0377
H -3.6037 -0.9333 -9.3304 -0.0177 0.0392 -0.1377
H 0.0655 1.0962 -3.6309 0.0740 0.1150 -0.0421
H -2.2246 0.9912 -1.6330 -0.0179 0.1524 0.0110
H -4.3315 -1.7655 -7.1078 -0.0107 -0.0898 0.0235
H 3.2249 -1.5566 0.6222 -0.0357 -0.0978 0.0196
H -2.6695 -2.2488 -7.4423 -0.0463 -0.0847 0.0060
H -5.2250 -1.6890 -2.9792 -0.0214 0.0641 -0.0819
H -3.0969 -2.7479 -2.4044 0.0211 0.0122 0.0542
H -6.2912 -1.5790 -0.8834 0.0110 -0.1144 0.0175
H -2.2046 -2.5278 -4.9648 -0.0718 0.0087 0.0477
H -4.9173 -2.6484 -0.6056 -0.0791 -0.0954 0.0124
H -5.1512 -1.0257 1.2440 -0.0144 0.0387 0.1350
H 3.6988 2.5431 1.8452 -0.0276 0.0699 0.0792
H 4.6320 1.9228 0.4782 0.0612 -0.0054 0.0708
H -4.6890 -0.1455 -2.3227 0.0015 0.0712 -0.0511
H 0.6560 3.1106 -0.5520 0.0507 -0.0391 -0.1236
H -1.8456 -0.3267 -6.0855 0.0775 0.1076 -0.0005
H -1.6183 1.2840 -4.1381 0.0320 0.0064 -0.0850
H -1.5113 2.5445 -2.1315 -0.0425 -0.0527 0.0605
H 2.5490 -0.9939 8.1519 0.0367 -0.0253 0.0712
H 4.5487 -0.4566 3.6300 -0.0725 0.0230 0.0187
H -0.5668 0.3024 2.6068 -0.0118 -0.0123 -0.0536
H -5.0525 0.3198 0.1080 -0.0175 0.1408 0.0103
H 0.9609 -0.7999 1.0185 -0.1276 0.2132 -0.0813
H 4.2585 -1.0031 6.3660 0.0925 -0.0360 0.0523
H -0.7289 -1.0889 -2.4699 0.0049 -0.0879 -0.0362
H 4.2121 -0.4431 -0.3378 0.0691 0.0224 -0.0608
```
Forces are in eV/Å.

Output
- gap between HOMO and LUMO (eV) = 8.58
- LUMO (eV) = 0.608
- energy above the lowest of the compared OMol25 structures with the same formula, charge and spin (eV) = 0.000
- HOMO energy (eV) = -7.976

(3)
ORCA calculation (the ωB97M-V functional and the def2-TZVPD basis) on 2 unconnected molecules or ions with the total composition C2H9N2.

The geometry in XYZ format:
```
13
Properties=species:S:1:pos:R:3:forces:R:3
N -0.0921 -1.3376 1.6657 1.5723 -0.1459 0.1263
N 0.0822 0.4184 -0.2230 -1.2169 0.0970 -1.6385
C 0.5037 -0.1738 -1.5961 0.5393 0.0378 2.1564
C -0.4366 1.5788 -0.1738 -0.7937 0.0605 -1.1977
H -0.8189 -1.3555 2.3076 -1.6756 1.0863 2.2103
H 0.8725 -1.2328 -1.3568 -0.5253 1.6658 -0.7149
H -0.9450 1.9757 0.7091 0.4621 -0.3145 0.0386
H 1.3211 0.4978 -1.9720 -0.9002 -0.9268 0.0455
H -0.4351 -0.1500 -2.1603 0.6484 -0.2473 -0.3304
H 0.8138 -1.2988 2.2191 -1.4918 -0.4413 -1.0900
H -0.5958 2.1399 -1.1249 0.7121 -0.0737 0.8436
H -0.3229 -2.2556 1.3388 1.1440 -1.0548 -0.8299
H -0.2227 -0.3162 0.5600 1.5253 0.2570 0.3807
```
Forces are in eV/Å.

Output
- gap between HOMO and LUMO (eV) = 11.28
- charge = +1
- LUMO (eV) = -4.476
- energy above the lowest of the compared OMol25 structures with the same formula, charge and spin (eV) = 1.390
- HOMO energy (eV) = -15.752

(4)
ORCA calculation (the ωB97M-V functional and the def2-TZVPD basis) on a molecular structure, C30H40BeCl2N2O3P.

The geometry in XYZ format:
```
79
Properties=species:S:1:pos:R:3:forces:R:3
Cl -1.4148 -1.5299 -1.4774 -1.2184 0.5327 -0.4837
Cl -1.6894 1.6066 -0.3933 -1.0729 0.0709 0.1644
P 2.2110 -0.0199 2.1312 -0.5636 -0.4774 0.0287
O 1.6743 0.7048 -0.6067 1.3698 1.2751 -2.3535
O 0.9983 -2.5208 0.2429 0.3861 0.0219 -0.3866
O -1.0052 -1.2958 2.1333 -1.9641 0.0788 -0.7520
N -3.1622 -1.9421 1.7513 -0.6426 -0.9443 0.4102
N 2.4211 -3.1420 -1.4352 0.2441 -1.0916 -0.4869
C 0.1312 1.1728 3.5953 -0.2439 0.2011 0.3931
C 2.0540 -1.5352 3.1675 0.3599 -0.0680 0.2512
C -2.1200 -1.0963 1.6153 1.6754 0.3748 0.3946
C 0.2187 3.3839 4.5468 -0.1733 0.3163 0.2990
C 1.7304 4.9071 -3.0337 -0.4633 0.3610 0.8164
C 1.4453 3.6025 3.9168 -0.1080 -0.1281 -0.1471
C 0.7326 -3.0366 4.5141 0.2325 -0.7509 0.1466
C 1.8518 1.2782 -1.6820 -3.0850 -0.3846 -1.0901
C -0.5526 0.6079 -3.0544 1.5013 5.2614 1.4786
C -4.5499 -1.5209 1.5618 0.6997 0.0350 -0.0701
C -2.9396 -3.2436 2.3913 -0.1209 0.4930 -0.0593
C 1.1668 4.8634 -0.6630 -0.1653 0.7837 -0.1728
C 1.4847 2.7701 -1.8816 0.7364 0.3622 0.9500
C 3.8569 -3.0953 -1.7897 -1.1234 0.1958 0.4807
C 1.4255 1.3302 3.0897 0.3370 0.1489 -0.2929
C 1.3880 -4.1435 3.9552 0.0862 0.7695 -0.1347
C 1.1404 3.4882 -0.7104 0.1171 -1.2359 -0.2330
C -0.4507 2.1730 4.3783 0.6899 0.0388 -0.4827
C 1.9535 -2.2910 -0.4616 0.2366 -0.1695 -0.0294
C 1.7190 -4.4347 -1.6411 1.0090 0.9011 -0.0271
C 1.6752 3.5107 -3.0644 0.5929 -0.8931 -0.1116
C 1.4783 5.5992 -1.8252 0.2147 -0.8912 -0.0767
C 0.0271 -0.3075 -3.9458 -0.8928 -2.3059 -2.7974
C 2.0514 2.5877 3.1779 -0.3701 -0.2546 0.4716
C 3.9851 0.3274 2.4006 0.4195 0.2665 0.4793
C 2.8180 -2.6382 2.7226 -0.1130 0.6285 -0.0639
C -1.3061 1.7584 -3.2091 -0.5640 -3.8698 -2.6713
C 2.4780 -3.9201 3.1001 -0.2577 -0.4035 0.4177
C 1.1067 -1.7466 4.1779 0.1315 0.3482 -0.1998
C -2.5128 1.6275 -4.1406 0.1564 1.3149 -0.2116
Be -1.8682 0.4066 -1.9913 1.7309 -1.0054 3.6561
H -2.3931 2.3845 -4.9210 -0.6779 0.0906 -0.3608
H 4.0184 -3.7095 -2.6832 0.0536 0.2970 0.1848
H -2.3262 -0.2098 0.9750 0.0690 -0.3825 0.5355
H 0.8500 2.8768 0.1513 0.3518 0.3460 -0.1552
H 1.5520 6.6829 -1.7796 -0.0308 -0.1567 -0.0885
H 3.0434 -4.7642 2.7136 -0.0606 0.0664 0.0417
H -3.4381 1.8164 -3.5479 0.3281 0.0178 -0.5855
H -5.1251 -2.3556 1.1363 0.1085 0.3324 -0.0258
H 3.6788 -2.4648 2.0507 -0.7004 -0.2060 0.2225
H -0.4291 0.2630 3.3847 0.2544 0.2392 0.0188
H -0.0866 -3.1895 5.2198 0.2467 0.0139 -0.1290
H 2.0330 0.7541 -2.7375 0.3842 0.6173 2.1842
H -0.2298 4.1737 5.1690 0.2515 -0.3658 -0.3611
H 4.2566 1.2819 1.9327 0.0364 -0.2928 0.0479
H 1.9877 5.4828 -3.9237 -0.1896 -0.2485 0.1255
H 0.6457 -0.8934 4.6963 0.0954 -0.5631 -0.5230
H 4.0982 -2.0466 -1.9801 0.2565 -0.1689 -0.0982
H 0.9569 5.3555 0.3043 0.0693 -0.1501 -0.7467
H 2.5759 -1.3688 -0.4224 -0.3979 -0.1932 0.2695
H 1.8197 -5.0846 -0.7658 -0.1313 -0.0083 -0.0375
H -3.8144 -3.8723 2.1728 0.3220 0.0727 0.0551
H -2.0265 -3.6913 1.9844 -0.1779 0.1072 0.1304
H -2.5490 0.6244 -4.5756 -0.0350 0.1997 -0.0124
H 0.6769 -4.2138 -1.8392 -0.1734 -0.1416 0.0456
H 4.5928 -0.4672 1.9476 -0.1807 0.2512 0.1078
H 1.8487 2.9549 -4.0134 0.0168 0.4950 0.7243
H 4.4786 -3.4671 -0.9597 0.0340 -0.0062 -0.2787
H 0.1842 0.2492 -4.9001 0.1059 -0.6279 0.1243
H 1.9383 4.5665 3.9931 -0.0711 -0.0340 0.0568
H -2.8316 -3.1462 3.4832 0.0101 -0.0654 -0.2157
H -4.5438 -0.6618 0.8780 -0.1883 -0.2290 0.1654
H -0.6529 -1.1908 -4.1484 0.8655 0.5620 -0.1527
H 3.0115 2.7658 2.6940 -0.2524 -0.0207 0.2027
H -1.1262 2.7326 -2.8009 -0.1486 0.1154 1.1584
H 2.1988 -4.9134 -2.5121 -0.3926 0.0971 0.3189
H 0.9942 -0.7214 -3.6251 -0.1602 -0.1068 0.1129
H -5.0190 -1.2277 2.5203 0.1313 -0.0580 -0.3155
H 4.1738 0.3696 3.4829 0.2840 0.0951 -0.2845
H -1.4100 1.9912 4.8397 -0.1374 0.1003 -0.0108
H 1.0607 -5.1504 4.1810 0.0463 0.0029 0.0445
```
Forces are in eV/Å.

Output
- gap between HOMO and LUMO (alpha / beta) (eV) = 5.60 / 5.60
- charge = -1
- LUMO (alpha / beta) (eV) = 2.687 / 2.687
- HOMO energy (alpha / beta) (eV) = -2.913 / -2.913

(5)
ORCA calculation (the ωB97M-V functional and the def2-TZVPD basis) on 2 unconnected molecules or ions with the total composition C8H14N2O.

The geometry in XYZ format:
```
25
Properties=species:S:1:pos:R:3:forces:R:3
O -1.0303 -0.9252 0.0675 -0.4190 -1.2692 1.3568
N 0.8821 2.4026 -2.4456 -0.1039 -0.2858 0.2953
N -0.3525 0.7680 -1.5896 0.4507 0.9347 -0.8130
C -0.0186 -1.9108 0.2429 0.3512 -0.7639 -0.4308
C -0.1391 2.0914 -3.3113 -0.1880 -0.0628 -0.1514
C -1.3803 -0.3326 1.3132 -0.7144 0.4685 0.4011
C -0.1930 0.3702 1.9565 0.0409 0.3689 0.0769
C 0.9583 -0.6181 2.1446 0.2267 -0.0028 0.2911
C 0.7248 1.5856 -1.4162 -0.4092 0.0978 -0.6814
C 1.2584 -1.3122 0.8157 0.3438 0.0199 -0.1620
C -0.9203 1.0775 -2.8004 0.3777 0.3318 -0.0066
H 0.1277 1.1996 1.2973 -0.1708 -0.2929 0.3504
H -0.3940 -2.7098 0.9109 0.0084 0.2751 -0.1971
H 0.6610 -1.3803 2.8903 0.1544 0.2731 -0.2054
H 1.8589 -0.1029 2.5306 -0.4294 -0.2734 -0.1430
H 1.6618 -0.5785 0.0914 -0.1001 -0.3759 0.2941
H 1.3551 1.5435 -0.5280 -0.2060 0.0925 -0.4091
H -1.8037 0.5630 -3.1783 0.4132 0.2457 0.1697
H -2.2059 0.3724 1.0965 0.4350 -0.3327 0.0959
H -0.2608 2.6137 -4.2602 0.0756 -0.1906 0.3867
H -1.7730 -1.1114 1.9948 0.1142 0.1537 -0.2790
H 2.0153 -2.1097 0.9439 -0.3480 0.3509 -0.0953
H -0.6787 0.0528 -0.9350 0.0534 0.1672 -0.1787
H -0.5036 0.8099 2.9238 0.1113 -0.1809 -0.4564
H 0.1502 -2.3585 -0.7554 -0.0679 0.2510 0.4911
```
Forces are in eV/Å.

Output
- gap between HOMO and LUMO (eV) = 9.02
- LUMO (eV) = 0.749
- energy above the lowest of the compared OMol25 structures with the same formula, charge and spin (eV) = 0.321
- HOMO energy (eV) = -8.273

For each record above, in turn, the calculated molar mass values are 110.1; 452.6; 61.1; 587.6; 154.2 g mol⁻¹.